(1)
C9H30B2F3N2O6SV | ωB97M-V/def2-TZVPD

Results
energy above the lowest of the compared OMol25 structures with the same formula, charge and spin: 0.3960 eV
LUMO level (alpha / beta): 2.2285 / 2.2299 eV
E_tot: -2613.35094 hartree
F_max: 1.82 eV/Å
net charge: -1
spin multiplicity: 2
HOMO (alpha / beta): -0.2180 / -0.2210 Eh

Geometry as XYZ:
```
54
Properties=species:S:1:pos:R:3:forces:R:3:lowdin_spin:R:1
O 1.956611 -1.856806 4.891795 -0.6382 -0.0924 0.0757 -0.171
V 0.440344 -2.286246 4.779000 1.4738 -0.3398 -1.0068 1.096
B -0.416895 -0.141396 4.136157 0.9999 1.4410 -0.0991 0.029
H -0.190946 -0.783937 3.167982 0.0600 -0.4222 -0.5056 0.015
H -1.214374 0.725368 3.909043 -0.3764 -0.1111 0.0193 0.000
H -0.851576 -0.805452 5.012102 -0.4007 -0.5397 0.8931 0.004
H 0.617028 0.364491 4.516275 0.1147 0.2447 0.0663 0.002
B -1.722635 -3.226853 4.752198 -0.9440 -0.4135 -0.6301 0.001
H -1.876316 -2.387967 3.910466 -0.0508 0.2042 -0.0279 0.000
H -0.860578 -3.931989 4.355563 0.6173 -0.7700 -0.3395 0.000
H -1.281245 -2.761252 5.745276 0.0484 0.5587 1.0277 0.000
H -2.727568 -3.846667 4.959261 -0.0545 -0.1620 0.1782 0.000
C 1.970373 -4.359845 0.925609 0.0051 0.1118 0.3216 0.000
F 2.776915 -3.387071 0.468509 0.0321 -0.4665 0.0908 0.000
F 1.669898 -5.180163 -0.094918 0.2613 0.1367 0.2197 0.000
F 2.658834 -5.075862 1.848763 -0.1190 0.1443 -0.3430 0.000
S 0.425330 -3.614978 1.599817 -0.7583 0.2775 -0.5367 0.002
O 0.066494 -2.760151 0.503378 0.0281 0.2152 0.0820 0.003
O -0.467643 -4.706977 1.860157 0.3112 -0.3924 0.2131 0.001
O 0.910718 -2.907612 2.793126 0.1202 -0.2112 0.1564 0.012
C 5.657414 -5.380800 7.407419 -0.5654 -0.6933 -0.0831 0.000
C 5.094809 -4.034732 7.006641 1.2667 0.6316 -0.3344 0.000
C 6.282588 -3.057296 6.859636 -0.1999 -0.4352 1.6660 0.000
O 5.906756 -1.799550 6.385709 0.2815 -0.0383 -0.9978 0.000
C 5.406654 -0.916623 7.334105 -0.5574 0.5103 0.9577 0.000
N 4.364003 -4.107496 5.759821 -0.4679 -0.1262 -0.2734 0.000
H 4.901681 -6.160188 7.262045 -0.0604 0.0937 0.0855 0.000
H 5.951227 -5.430305 8.455126 0.1817 0.1439 -0.0346 0.000
H 6.491994 -5.676979 6.765562 0.1154 0.1711 0.0946 0.000
H 4.490789 -3.623224 7.822638 -0.4292 -0.1961 -0.2051 0.000
H 7.049906 -3.526322 6.241929 -0.0768 0.3775 -0.4331 0.000
H 6.714037 -2.949972 7.873671 0.1663 0.0319 -0.1711 0.000
H 4.504534 -1.267599 7.859534 0.1011 -0.2812 -0.1801 0.000
H 5.099604 0.010883 6.853913 0.2036 -0.0920 -0.2782 0.000
H 6.140256 -0.670795 8.117391 0.1195 -0.1133 -0.1681 0.000
H 4.381824 -3.206681 5.287005 -0.3005 0.0795 0.1330 0.000
H 4.785250 -4.759411 5.106362 0.1142 -0.1077 0.1723 0.000
C 1.553018 -5.487383 7.776013 0.3051 0.2837 0.3068 0.000
C 0.811761 -4.396609 7.011186 -0.0189 -0.3669 -0.6173 0.001
C 1.021093 -3.067113 7.698985 0.6676 -0.0648 0.2695 0.001
O 0.480651 -1.997277 6.966679 -0.4483 -0.2142 0.1341 0.005
C 0.382465 -0.774682 7.658557 0.3673 0.6140 0.1951 0.002
N 1.236088 -4.352635 5.577189 -0.3956 0.0964 0.9599 0.000
H 1.627321 -6.369770 7.142361 -0.2172 -0.2403 0.2926 0.000
H 1.083590 -5.680582 8.743270 -0.2057 -0.3440 -0.1863 0.000
H 2.579090 -5.199284 8.030386 0.0024 0.1672 -0.2875 0.000
H -0.247787 -4.656231 6.967659 -0.0751 0.2505 0.1881 0.000
H 2.106039 -2.910904 7.816935 -0.0176 0.0978 -0.0818 0.000
H 0.607580 -3.112673 8.714059 -0.2069 0.0974 -0.0864 0.000
H -0.430873 -0.812945 8.387376 -0.0854 0.0342 -0.0976 0.000
H 0.246476 0.018704 6.927214 -0.3554 -0.1568 -0.0989 0.000
H 1.308864 -0.509166 8.186945 0.0665 -0.4014 -0.0103 0.000
H 2.247884 -4.506029 5.558936 0.0746 0.5154 -0.2423 0.000
H 0.807783 -5.177587 5.166635 -0.0800 0.2622 -0.4430 0.001
```
Forces are in eV/Å.

---

(2)
C9H30ClO10 | ωB97M-V/def2-TZVPD

Results
energy above the lowest of the compared OMol25 structures with the same formula, charge and spin: 3.1581 eV
LUMO level: 2.1499 eV
E_tot: -1573.16175 hartree
F_max: 3.79 eV/Å
net charge: -1
HOMO: -0.2079 Eh

Geometry as XYZ:
```
50
Properties=species:S:1:pos:R:3:forces:R:3:lowdin_charge:R:1
Cl -1.842328 -26.756913 4.766436 0.5395 1.4126 1.1547 0.564
O -3.056436 -27.465984 4.715758 -2.1742 -1.0204 -0.3422 -0.379
O -0.819204 -27.679067 5.145067 1.0668 -0.3084 0.2214 -0.387
O -1.551149 -26.145856 3.516130 0.4449 0.0884 -1.6657 -0.392
O -1.954807 -25.675101 5.722039 0.1313 -0.1494 0.6005 -0.406
C -2.669212 -17.569767 7.137075 0.1532 -0.8435 -0.0521 -0.091
C -3.357920 -18.318276 6.004485 1.8175 0.1341 0.0335 -0.357
O -4.448990 -17.586309 5.568112 -1.5244 0.2655 -0.4733 -0.071
H -2.329991 -16.600066 6.772804 0.1133 0.0047 0.1767 0.069
H -1.833198 -18.192795 7.454884 0.3101 0.3005 0.1623 0.071
H -3.325022 -17.436055 7.997380 -0.1106 0.0499 -0.1090 0.072
H -3.517176 -19.370824 6.238747 -0.8434 0.1590 0.2105 0.116
H -2.696915 -18.354862 5.138559 0.6492 -0.3100 0.1157 0.106
H -4.050866 -16.979248 4.939965 -0.5686 0.2297 -0.0630 0.083
C -5.807182 -23.193887 10.807795 -0.3405 -0.1139 -0.1328 -0.094
C -5.576115 -21.891012 11.598930 -0.7394 -1.4274 0.0540 -0.313
O -6.713306 -21.038227 11.534335 0.3320 0.1471 -0.3239 -0.087
H -5.972636 -23.000207 9.747971 0.3194 0.2115 -0.1673 0.069
H -6.705024 -23.743407 11.090631 -0.1603 0.2930 0.4872 0.068
H -5.007432 -23.929674 10.892174 0.3141 0.3028 0.0134 0.072
H -4.657702 -21.433014 11.231687 0.0157 0.3160 0.2005 0.105
H -5.520599 -22.136670 12.659441 0.4883 0.0908 -0.0222 0.107
H -6.856181 -20.865081 10.600952 -0.2236 0.1762 -0.1188 0.075
C -10.426555 -30.016826 0.427784 -1.2030 -0.3932 -0.5055 -0.098
C -9.023343 -29.814919 0.930557 0.3462 0.6421 -0.1657 -0.337
O -8.575122 -30.901272 1.706977 -0.1706 -0.7570 0.1929 -0.078
H -10.596421 -30.810807 -0.299426 0.7436 -0.7464 0.3182 0.068
H -10.868440 -29.237522 -0.193115 0.5238 0.9008 0.4548 0.069
H -11.137466 -30.200575 1.233361 0.1343 0.0298 0.1827 0.073
H -8.946442 -28.943836 1.581247 -0.3829 0.4379 -0.2327 0.111
H -8.319027 -29.658975 0.113411 -0.0635 0.1009 -0.3214 0.108
H -7.837246 -30.569433 2.223719 0.0895 -0.2101 0.0815 0.084
C 1.954884 -23.395060 10.452700 -0.5068 0.8765 0.8741 -0.175
O 3.188419 -23.373799 11.115655 1.3343 -0.6112 -0.0505 -0.134
H 1.733883 -24.323969 9.926989 0.0190 0.0831 -0.1015 0.084
H 1.277774 -23.245928 11.293760 -0.6319 -0.1287 -0.4679 0.079
H 1.940594 -22.502491 9.827231 -0.6212 -0.2208 -0.4803 0.077
H 3.842863 -23.507410 10.426122 0.3950 -0.0061 0.2170 0.069
C -4.580590 -27.101290 -2.861673 0.2235 -0.3998 0.4112 -0.157
O -4.848211 -28.387353 -3.446206 -0.5375 0.7194 0.0511 -0.131
H -5.454287 -26.449619 -2.852799 -0.2421 -0.3694 -0.7156 0.073
H -4.365713 -27.166135 -1.795029 0.4204 -0.2912 0.0611 0.075
H -3.759496 -26.602268 -3.376323 0.0058 0.0897 0.0161 0.071
H -4.122071 -28.994838 -3.287182 0.1314 0.2509 0.1917 0.069
C 2.013889 -27.014457 -2.018439 -0.7314 2.3000 -2.3957 -0.244
O 1.772402 -27.846114 -1.001421 0.8004 -2.1921 2.9897 -0.088
H 2.817617 -27.248501 -2.716553 -0.0879 -0.9982 0.1514 0.078
H 1.037367 -27.003752 -2.502580 0.2395 0.8378 -1.3260 0.079
H 2.293380 -25.999625 -1.735411 -0.2038 0.3184 0.3702 0.076
H 1.303551 -27.345246 -0.329918 -0.0348 -0.2720 0.2389 0.098
```
Forces are in eV/Å.

---

> Which of these has the lowest energy above the lowest of the compared OMol25 structures with the same formula, charge and spin?

C9H30B2F3N2O6SV

---

> Which value of energy above the lowest of the compared OMol25 structures with the same formula, charge and spin does entry 2 give?

3.1581 eV